Computed, not measured: 10 unconnected molecules or ions with the total composition C45H93BNO24PS12 in a non-equilibrium geometry, with wB97M-V/def2-TZVPD.

Geometry as XYZ:
```
177
Properties=species:S:1:pos:R:3
C -0.04073 2.27839 0.73950
C -1.11746 1.20003 0.93161
N -0.89034 0.20462 -0.11240
C -1.95493 -0.54856 -0.66919
C -2.43771 -0.05510 -2.06746
S -2.36268 1.78074 -2.17653
B -3.99077 -0.48125 -2.24560
O -4.39196 -1.50075 -3.05247
C -5.09474 0.21443 -1.36721
C -6.51097 -0.34767 -1.55090
C -1.43591 -0.53672 -3.11903
P -1.27357 0.16811 -4.87965
O -2.73080 0.85040 -5.17680
O -0.38507 1.49702 -4.62978
O -1.64932 -1.93836 -3.40902
S -1.50892 -3.03543 -2.26301
O -0.21863 -3.62732 -2.43465
O -2.66512 -3.86910 -2.38039
C -1.59994 -2.13611 -0.63132
C -2.63096 -2.86611 0.23804
S -0.01741 -2.39847 0.20331
H 0.77150 2.10013 1.43954
H 0.32863 2.19405 -0.27895
H -0.43901 3.27366 0.93824
H -0.95708 0.74034 1.91208
H -2.13526 1.60784 0.89739
H -0.28339 0.60420 -0.81622
H -2.80883 -0.45358 0.00465
H -2.99211 2.01870 -1.01960
H -3.79668 -1.74201 -3.77174
H -4.83493 0.11370 -0.31044
H -5.10859 1.27694 -1.61510
H -7.18503 0.13606 -0.84778
H -6.52653 -1.42291 -1.37030
H -6.85350 -0.15356 -2.56710
H -0.42375 -0.39201 -2.70938
H -3.35408 0.16812 -5.46052
H 0.53730 1.19470 -4.57151
H -2.55130 -3.94572 0.14434
H -2.44146 -2.58406 1.27514
H -3.63922 -2.56522 -0.04587
H 0.78128 -1.75518 -0.65609
C 1.63981 1.40168 6.65450
C 2.98243 0.77446 6.24925
C 2.69302 -0.26155 5.15671
S 1.20406 0.31128 4.31720
O 0.15049 -0.65364 4.54115
O 1.52243 0.72329 2.97489
C 0.92276 1.73869 5.35307
H 1.77305 2.28969 7.26960
H 1.04724 0.68466 7.22685
H 3.64236 1.54926 5.85467
H 3.48772 0.31420 7.09742
H 3.48675 -0.34509 4.41754
H 2.46912 -1.24312 5.57096
H -0.14728 1.89310 5.46402
H 1.37515 2.59322 4.85031
C -6.23942 -2.51348 4.12471
C -7.70295 -2.28341 3.72100
C -7.87894 -0.78061 3.47308
S -6.26691 -0.17169 2.94876
O -5.76631 0.74507 3.94370
O -6.31222 0.21433 1.56171
C -5.40078 -1.72936 3.12216
H -5.97759 -3.57026 4.11732
H -6.06518 -2.13109 5.13270
H -7.92000 -2.83650 2.80536
H -8.39303 -2.63332 4.48708
H -8.59549 -0.55602 2.68707
H -8.14391 -0.24178 4.38084
H -4.38250 -1.52580 3.44758
H -5.39443 -2.20563 2.14122
C 3.91301 3.27562 -4.01377
C 4.26148 1.77955 -4.00304
C 3.80080 1.20721 -2.65664
S 2.41612 2.23439 -2.13710
O 2.77617 2.94118 -0.93684
O 1.20333 1.45048 -2.21874
C 2.47463 3.37426 -3.51706
H 4.01736 3.70982 -5.00714
H 4.57719 3.81785 -3.33716
H 3.73494 1.27806 -4.81854
H 5.32770 1.61258 -4.14955
H 3.45849 0.17734 -2.72044
H 4.56500 1.28973 -1.88660
H 2.18514 4.36141 -3.16499
H 1.76361 3.01826 -4.26322
C 5.47611 -5.03934 -0.19974
C 4.13628 -5.10408 -0.94802
C 3.32584 -3.87354 -0.52867
S 4.52663 -2.59649 -0.12119
O 4.41566 -2.28250 1.28165
O 4.48345 -1.54682 -1.11242
C 5.98233 -3.61109 -0.37066
H 6.19392 -5.76103 -0.58705
H 5.32308 -5.25532 0.86030
H 4.30990 -5.08458 -2.02586
H 3.59309 -6.01937 -0.71898
H 2.69017 -3.49814 -1.32813
H 2.72495 -4.06015 0.35708
H 6.74038 -3.31521 0.35087
H 6.33274 -3.42756 -1.38642
C 1.38416 -2.89648 -8.79773
C 2.61678 -3.35177 -8.00563
C 3.23526 -2.10299 -7.37185
S 1.88170 -0.94252 -7.13091
O 2.10183 0.22060 -7.95347
O 1.61980 -0.78459 -5.72056
C 0.61234 -1.96147 -7.87153
H 0.77042 -3.73993 -9.10952
H 1.69762 -2.35785 -9.69449
H 2.30839 -4.05068 -7.22489
H 3.34177 -3.85553 -8.64103
H 3.68906 -2.29475 -6.40144
H 3.95514 -1.62768 -8.03704
H -0.10031 -1.31135 -8.37337
H 0.11976 -2.50011 -7.06204
C 1.96475 -4.26392 5.62096
C 1.31038 -4.00181 4.25698
C 2.36136 -4.31905 3.18620
S 3.45039 -5.56334 3.89271
O 4.77269 -5.00800 4.04271
O 3.26404 -6.82185 3.21219
C 2.66110 -5.61572 5.50218
H 1.23274 -4.26479 6.42764
H 2.70336 -3.48793 5.83664
H 0.44587 -4.65787 4.13600
H 0.95619 -2.97566 4.16394
H 1.91559 -4.72472 2.28096
H 2.97001 -3.44849 2.94097
H 3.42330 -5.79834 6.25616
H 1.94373 -6.43577 5.48449
C -5.58820 3.61586 6.35717
C -4.93132 4.99932 6.23439
C -3.70251 4.99990 7.14852
S -3.15120 3.28998 7.24349
O -3.29912 2.81481 8.59846
O -1.87907 3.14481 6.57379
C -4.46032 2.60062 6.23778
H -6.34070 3.45098 5.58724
H -6.07361 3.52202 7.33161
H -4.62865 5.15950 5.19650
H -5.62022 5.79749 6.49634
H -2.88513 5.60279 6.76248
H -3.94757 5.31632 8.16066
H -4.70575 1.60927 6.60961
H -4.09613 2.53042 5.21373
C 8.14574 -1.71236 -8.68334
C 8.08367 -2.68220 -7.49483
C 6.87009 -3.59290 -7.71222
S 6.63484 -3.69418 -9.49688
O 5.37444 -3.07688 -9.83586
O 6.93507 -5.02212 -9.96036
C 7.95566 -2.56624 -9.93195
H 9.08924 -1.17004 -8.71537
H 7.33944 -0.97932 -8.60933
H 8.99501 -3.28204 -7.46451
H 8.00730 -2.15364 -6.54587
H 7.01523 -4.60189 -7.33474
H 5.96004 -3.16849 -7.29208
H 7.65770 -2.00835 -10.81640
H 8.83675 -3.17023 -10.14742
C -4.73323 9.42902 2.83113
C -3.87292 10.49454 3.52483
C -3.86026 10.16887 5.02300
S -4.08544 8.38589 5.14593
O -5.34805 8.13160 5.79430
O -2.87503 7.76713 5.62373
C -4.26993 8.08802 3.38938
H -4.62652 9.46319 1.74817
H -5.78701 9.58594 3.07049
H -2.85623 10.45606 3.12965
H -4.25509 11.49885 3.34941
H -2.92222 10.42551 5.50850
H -4.69131 10.63096 5.55190
H -4.97766 7.27460 3.24619
H -3.29008 7.80672 3.00422
```

Output
HOMO energy   -7.6 eV
Molar mass   1458.81 g/mol
Structure (SMILES)   CCN[C@H]1[C@](S)(B(O)CC)[C@H](P(O)O)OS(=O)(=O)[C@@]1(C)S.O=S1(=O)CCCC1.O=S1(=O)CCCC1.O=S1(=O)CCCC1.O=S1(=O)CCCC1.O=S1(=O)CCCC1.O=S1(=O)CCCC1.O=S1(=O)CCCC1.O=S1(=O)CCCC1.O=S1(=O)CCCC1
Gap between HOMO and LUMO   7.59 eV
Largest force on an atom   1.30 eV/A


Computed, not measured: a molecular structure, C45H97B3F3NO17 in a non-equilibrium geometry, with wB97M-V/def2-TZVPD.

Geometry as XYZ:
```
166
Properties=species:S:1:pos:R:3
C 2.50092 -1.65185 -1.84441
C 3.44729 -0.54013 -2.27965
C 4.88928 -0.92892 -2.61696
C 5.72746 0.29292 -2.34914
C 5.28236 1.38509 -3.30217
C 6.09460 1.70485 -4.57451
C 5.28583 1.36945 -5.83357
C 4.04416 2.26526 -5.93801
C 2.84236 1.31526 -6.19747
B 1.43232 1.74719 -5.66552
O 0.40276 0.81128 -5.68756
B -0.66645 1.00474 -4.86087
C -1.81652 -0.11121 -4.85925
C -1.86619 -0.85802 -3.51117
C -0.69111 -1.82736 -3.36461
F 0.02250 -1.96987 -4.48171
F -1.07987 -3.08321 -2.97208
F 0.16436 -1.40282 -2.40249
O -0.74759 2.09226 -4.01828
B 0.49212 2.75248 -3.90905
C 1.04113 3.13835 -2.48547
C 0.56276 2.46247 -1.38966
C 1.00939 2.78409 -0.11939
C 1.92511 3.80276 -0.05152
C 2.36672 4.39787 -1.20660
N 1.97382 4.11466 -2.44240
O 1.22444 2.98177 -5.07931
H 1.64876 -1.68843 -2.50831
H 2.94827 -2.63866 -1.87706
H 2.20674 -1.43984 -0.82375
H 3.00258 -0.05320 -3.14032
H 3.49413 0.17000 -1.45739
H 5.21971 -1.78054 -2.02943
H 4.94847 -1.24130 -3.65999
H 6.78374 0.07139 -2.45962
H 5.53477 0.60656 -1.32770
H 5.26861 2.31179 -2.73365
H 4.26195 1.17278 -3.60369
H 7.05045 1.18548 -4.56945
H 6.31208 2.76777 -4.53623
H 5.94729 1.46312 -6.69314
H 4.98093 0.32661 -5.80353
H 3.96584 2.83550 -5.02090
H 4.14058 2.93718 -6.78480
H 2.74347 1.10557 -7.25999
H 3.01732 0.39751 -5.63698
H -2.76702 0.37065 -5.06255
H -1.57601 -0.81570 -5.64405
H -2.78639 -1.42507 -3.43434
H -1.82709 -0.17746 -2.67087
H -0.16112 1.67761 -1.52663
H 0.64939 2.26854 0.75312
H 2.30255 4.14116 0.89784
H 3.11236 5.17828 -1.11391
C -4.01101 2.94625 4.83424
O -3.26878 1.75998 5.05815
C -2.73119 1.20181 3.87036
C -1.26175 1.52431 3.71546
O -1.04522 2.91299 3.51110
C -0.60721 3.58168 4.68151
H -4.19426 3.41500 5.79931
H -3.46747 3.65003 4.19960
H -4.97580 2.71247 4.37266
H -3.29097 1.54402 2.99440
H -2.84654 0.11533 3.94204
H -0.87961 1.00291 2.83117
H -0.69977 1.16956 4.58436
H 0.43533 3.32581 4.90061
H -1.22886 3.33460 5.54474
H -0.67191 4.65231 4.49504
C 4.48942 10.91042 -1.34485
O 3.32465 10.67148 -2.11302
C 3.39927 9.48617 -2.89135
C 2.63557 8.34705 -2.25542
O 3.22955 7.93238 -1.03243
C 2.55258 8.42765 0.10838
H 4.25933 11.69894 -0.63011
H 4.80273 10.01908 -0.79614
H 5.31003 11.24834 -1.98708
H 4.44171 9.19949 -3.05857
H 2.95017 9.70962 -3.86391
H 2.65666 7.48659 -2.93188
H 1.58974 8.62743 -2.10027
H 1.60063 7.90214 0.24602
H 2.36474 9.50107 0.03334
H 3.18350 8.24007 0.97619
C -3.19848 -0.67339 2.01369
O -2.10999 -0.70053 2.91974
C -1.18925 -1.76330 2.68026
C 0.02531 -1.25472 1.95984
O -0.31758 -0.82846 0.65776
C -0.44160 0.58060 0.55472
H -3.70799 0.28200 2.13474
H -2.86230 -0.76240 0.97906
H -3.90316 -1.47396 2.23501
H -1.65968 -2.57488 2.11909
H -0.88816 -2.16121 3.65508
H 0.75605 -2.06388 1.85869
H 0.49707 -0.44863 2.53008
H 0.54688 1.05348 0.58083
H -1.06063 0.99134 1.35632
H -0.90889 0.80676 -0.40035
C -9.30722 -0.93510 6.89535
O -9.44378 -0.57709 5.53211
C -9.62730 0.81554 5.33355
C -8.34908 1.49254 4.89160
O -7.36137 1.47040 5.90954
C -6.37341 0.47293 5.70882
H -8.95669 -1.96509 6.93400
H -8.58446 -0.29835 7.41062
H -10.27430 -0.87454 7.40635
H -10.01354 1.28788 6.24163
H -10.37826 0.93315 4.54582
H -8.56508 2.54354 4.67351
H -7.97040 1.02846 3.97562
H -5.70585 0.76146 4.89355
H -6.81879 -0.49954 5.48481
H -5.78872 0.39039 6.62289
C -1.12550 1.15680 5.46722
O -1.08374 1.15059 6.88636
C -0.33397 0.07080 7.41515
C 1.04919 0.50541 7.84570
O 1.84523 0.90109 6.73847
C 1.93461 2.30581 6.58955
H -1.52187 2.12092 5.15104
H -0.12994 1.02907 5.03338
H -1.78592 0.36983 5.09706
H -0.26725 -0.74551 6.68903
H -0.87472 -0.30035 8.29183
H 1.55455 -0.34204 8.31978
H 0.98195 1.31253 8.58114
H 2.58124 2.73263 7.36434
H 0.95194 2.78101 6.63671
H 2.37752 2.50799 5.61537
C 1.03516 -7.90163 -5.21401
O 1.70970 -8.01328 -3.97216
C 3.07601 -7.62879 -4.03802
C 3.36122 -6.22748 -3.50557
O 2.78572 -5.21469 -4.33134
C 1.58252 -4.59842 -3.87748
H -0.03329 -7.99939 -5.02062
H 1.22131 -6.93574 -5.68849
H 1.34354 -8.70576 -5.89085
H 3.44044 -7.70721 -5.06651
H 3.62224 -8.35136 -3.42230
H 4.44475 -6.07208 -3.52189
H 3.02447 -6.12087 -2.47079
H 1.81247 -3.93725 -3.04012
H 0.81555 -5.31582 -3.57225
H 1.19684 -4.00071 -4.69865
C -2.72913 -7.67812 -2.72493
O -1.95195 -8.84230 -2.93013
C -0.72994 -8.84407 -2.19413
C -0.81792 -9.71016 -0.94894
O -1.71965 -9.19639 0.01262
C -2.96932 -9.86571 0.01504
H -3.71873 -7.86123 -3.14205
H -2.83348 -7.44322 -1.66530
H -2.28274 -6.82116 -3.24331
H -0.43763 -7.82250 -1.93447
H 0.03961 -9.25488 -2.84783
H 0.16881 -9.73852 -0.47549
H -1.09378 -10.73384 -1.21914
H -2.86907 -10.86238 0.45882
H -3.38023 -9.95924 -0.99303
H -3.65778 -9.28137 0.62324
```

Output
HOMO energy   -7.3 eV
Molar mass   1013.69 g/mol
Gap between HOMO and LUMO   7.54 eV
Largest force on an atom   15.13 eV/A